Entry 1:
Formula: C37H71ClIN2O16PS2
Source: the OMol25 dataset
Level of theory: the ωB97M-V functional and the def2-TZVPD basis

Computed properties:
Orbital gap (hartree): 0.2959
ΔE to the lowest compared entry with this formula, charge and spin (kcal per mole): 0.0

CARTESIAN COORDINATES (ANGSTROEM)
C 2.99 -4.22 1.71
C 4.42 -4.44 1.26
O 4.48 -4.76 -0.12
C 5.32 -3.92 -0.89
C 4.64 -2.58 -1.16
O 5.62 -1.55 -1.17
C 5.50 -0.54 -2.11
I 7.50 0.38 -1.97
O 4.51 0.38 -1.88
C 4.47 1.03 -0.61
C 3.65 0.25 0.42
C 2.32 -0.26 -0.03
O 2.09 -0.83 -1.08
C 4.11 2.53 -0.78
C 4.62 2.97 -2.17
N 4.52 4.44 -2.31
C 4.91 3.35 0.23
C 4.83 3.07 1.76
C 5.97 2.22 2.25
O 7.10 2.63 2.35
O 5.68 0.90 2.54
O 2.71 2.83 -0.91
C 1.84 3.03 0.18
C 0.36 2.94 -0.29
C -0.03 1.94 -1.39
C -1.17 1.02 -0.94
S -2.21 0.57 -2.37
C -3.13 -0.81 -1.67
S -4.33 -0.48 -0.63
N -2.88 -2.12 -2.06
C -1.54 -2.44 -2.58
C -1.37 -2.25 -4.09
O -2.55 -2.55 -4.81
C -3.39 -3.42 -4.09
C -3.96 -2.73 -2.88
C 2.03 4.44 0.79
C 1.80 4.41 2.27
O 0.96 3.76 2.83
Cl 2.87 5.49 3.21
P 5.34 -0.96 -3.96
C 3.53 -1.11 -4.14
O 5.81 -2.54 -3.94
H 2.47 -5.17 1.82
H 2.44 -3.66 0.95
H 2.94 -3.68 2.66
H 4.89 -5.24 1.84
H 5.00 -3.53 1.46
H 5.58 -4.44 -1.80
H 6.25 -3.70 -0.35
H 4.07 -2.62 -2.09
H 3.91 -2.43 -0.37
H 5.49 1.06 -0.22
H 4.25 -0.60 0.74
H 3.50 0.83 1.32
H 1.49 -0.14 0.70
H 4.01 2.48 -2.93
H 5.66 2.70 -2.29
H 5.03 4.71 -3.14
H 3.55 4.68 -2.49
H 4.73 4.41 0.07
H 5.96 3.22 -0.05
H 3.87 2.70 2.10
H 4.99 4.03 2.26
H 5.20 0.83 3.37
H 1.96 2.31 1.00
H 0.03 3.93 -0.59
H -0.21 2.70 0.61
H 0.80 1.38 -1.79
H -0.43 2.52 -2.23
H -1.82 1.53 -0.23
H -0.82 0.10 -0.47
H -1.37 -3.49 -2.34
H -0.78 -1.88 -2.05
H -1.10 -1.23 -4.34
H -0.54 -2.89 -4.41
H -2.84 -4.32 -3.80
H -4.20 -3.75 -4.73
H -4.51 -3.47 -2.28
H -4.67 -1.96 -3.16
H 1.29 5.13 0.40
H 3.01 4.86 0.59
H 3.07 -0.15 -3.90
H 3.06 -1.91 -3.58
H 3.36 -1.29 -5.21
H 5.09 -3.10 -4.25
C 0.70 -3.51 8.11
O 0.19 -2.70 7.07
C -0.70 -1.67 7.45
C -0.24 -0.26 7.12
O 0.98 0.18 7.71
C 2.20 -0.43 7.36
C 2.69 -0.26 5.93
O 1.83 -0.80 4.94
C 1.30 0.12 4.01
H 0.20 -4.48 8.11
H 1.76 -3.67 7.94
H 0.57 -3.04 9.09
H -0.95 -1.74 8.51
H -1.63 -1.81 6.89
H -0.99 0.40 7.55
H -0.25 -0.08 6.05
H 2.23 -1.48 7.65
H 2.94 0.08 7.98
H 3.64 -0.80 5.87
H 2.89 0.80 5.73
H 1.33 1.15 4.37
H 0.26 -0.15 3.82
H 1.84 0.05 3.06
C -11.98 -0.36 -3.16
O -10.89 0.05 -3.96
C -10.92 1.37 -4.45
C -9.78 2.26 -3.99
O -9.64 2.47 -2.60
C -9.29 1.40 -1.74
C -7.92 0.78 -1.90
O -7.66 0.20 -3.16
C -6.61 0.78 -3.91
H -12.65 -1.01 -3.73
H -11.60 -0.93 -2.31
H -12.55 0.49 -2.78
H -11.88 1.85 -4.22
H -10.84 1.32 -5.54
H -10.00 3.25 -4.39
H -8.83 1.95 -4.44
H -10.07 0.63 -1.73
H -9.30 1.84 -0.74
H -7.85 -0.01 -1.15
H -7.14 1.52 -1.65
H -6.37 1.79 -3.58
H -6.91 0.81 -4.96
H -5.70 0.16 -3.83

***

Entry 2:
Formula: C37H71N3O16
Source: the OMol25 dataset
Level of theory: the ωB97M-V functional and the def2-TZVPD basis

Computed properties:
Orbital gap (hartree): 0.3318
SMILES: C[C@H](O)CNCCO[C@@H](C#N)CC#N.CCOC(C)=O.CCOC(C)=O.CCOC(C)=O.CCOC(C)=O.CCOC(C)=O.CCOC(C)=O.CCOC(C)=O

CARTESIAN COORDINATES (ANGSTROEM)
C -0.45 3.51 1.35
C 0.79 4.59 1.09
O 0.97 4.72 -0.37
C 2.09 3.98 1.88
N 3.23 4.94 2.09
C 2.81 6.24 2.74
C 1.91 6.09 4.10
O 2.60 6.79 5.19
C 2.30 8.24 5.19
C 0.76 8.58 5.75
N -0.42 8.77 6.30
C 3.31 8.90 6.35
C 2.94 8.08 7.76
N 2.51 7.44 8.83
H -1.48 4.08 1.31
H -0.32 3.17 2.48
H -0.40 2.57 0.65
H 0.40 5.62 1.49
H 0.46 5.56 -0.62
H 2.51 3.10 1.20
H 1.82 3.45 2.91
H 3.76 5.13 1.20
H 2.19 6.85 1.93
H 3.76 6.92 2.97
H 0.84 6.55 3.84
H 1.73 4.99 4.46
H 2.46 8.77 4.15
H 3.08 10.04 6.47
H 4.44 8.67 6.12
O -2.67 5.92 -0.35
C -2.93 5.18 -1.29
O -2.34 3.97 -1.40
C -2.71 2.97 -2.37
C -2.02 3.21 -3.69
C -3.85 5.65 -2.39
H -3.80 2.89 -2.46
H -2.37 2.01 -1.96
H -2.32 4.17 -4.13
H -2.26 2.42 -4.41
H -0.94 3.25 -3.56
H -3.29 6.27 -3.09
H -4.65 6.24 -1.94
H -4.34 4.84 -2.93
O -1.55 -0.32 0.10
C -1.84 -0.70 1.23
O -2.41 0.16 2.11
C -2.95 -0.21 3.39
C -1.85 -0.26 4.44
C -1.49 -2.08 1.70
H -3.51 -1.15 3.33
H -3.67 0.57 3.66
H -1.09 -1.01 4.20
H -2.27 -0.49 5.42
H -1.34 0.71 4.49
H -0.45 -2.10 2.00
H -1.64 -2.77 0.86
H -2.12 -2.45 2.51
O -2.45 -5.11 4.50
C -1.64 -5.84 3.93
O -0.95 -5.39 2.86
C 0.13 -6.10 2.23
C -0.39 -7.11 1.22
C -1.48 -7.27 4.35
H 0.79 -6.55 2.97
H 0.73 -5.35 1.70
H -1.01 -7.87 1.70
H 0.43 -7.61 0.71
H -1.02 -6.61 0.48
H -2.28 -7.87 3.90
H -1.56 -7.32 5.44
H -0.51 -7.70 4.09
O -4.71 1.17 5.04
C -5.02 2.26 5.50
O -4.20 3.33 5.34
C -4.54 4.68 5.68
C -4.28 4.95 7.15
C -6.26 2.43 6.32
H -5.56 4.92 5.38
H -3.88 5.32 5.08
H -4.90 4.31 7.79
H -4.49 5.99 7.39
H -3.24 4.73 7.40
H -6.06 2.10 7.35
H -7.05 1.80 5.89
H -6.66 3.44 6.33
O -0.92 -7.99 -1.56
C -0.03 -7.81 -2.38
O 0.74 -6.70 -2.32
C 1.91 -6.46 -3.12
C 1.54 -5.90 -4.48
C 0.17 -8.77 -3.52
H 2.52 -7.37 -3.19
H 2.51 -5.73 -2.58
H 0.92 -6.60 -5.05
H 2.43 -5.68 -5.06
H 0.95 -4.98 -4.36
H -0.55 -8.54 -4.31
H 0.00 -9.78 -3.15
H 1.18 -8.76 -3.93
O 1.58 -2.43 -5.95
C 1.27 -1.33 -5.50
O 2.10 -0.27 -5.66
C 1.76 1.09 -5.32
C 2.01 1.36 -3.85
C 0.03 -1.17 -4.67
H 0.73 1.33 -5.62
H 2.41 1.73 -5.92
H 1.39 0.72 -3.21
H 1.80 2.40 -3.60
H 3.06 1.13 -3.59
H 0.23 -1.49 -3.65
H -0.76 -1.80 -5.10
H -0.37 -0.15 -4.67
O 2.47 -6.13 -6.94
C 3.55 -6.14 -7.54
O 4.69 -5.77 -6.91
C 6.01 -5.92 -7.46
C 6.35 -4.75 -8.37
C 3.60 -6.49 -9.00
H 6.12 -6.88 -7.96
H 6.70 -5.93 -6.61
H 5.67 -4.69 -9.22
H 7.37 -4.83 -8.74
H 6.25 -3.80 -7.82
H 3.33 -5.60 -9.58
H 2.87 -7.28 -9.19
H 4.56 -6.87 -9.33

***

Entry 3:
Formula: C37H72BeF3O26
Source: the OMol25 dataset
Level of theory: the ωB97M-V functional and the def2-TZVPD basis

Computed properties:
Orbital gap (hartree): 0.1659
Net charge: +1
ΔE to the lowest compared entry with this formula, charge and spin (kcal per mole): 45.7

CARTESIAN COORDINATES (ANGSTROEM)
Be 0.17 3.63 -2.32
C -1.01 1.76 0.02
O -0.11 1.18 -0.95
O -1.40 2.93 -0.60
C -2.09 0.73 0.56
F -2.63 0.11 -0.52
F -1.63 -0.20 1.36
F -3.11 1.29 1.24
C 0.50 -0.07 -0.57
C 1.38 -0.55 -1.73
H 0.95 -0.36 -2.71
H 2.40 -0.17 -1.68
H 1.42 -1.64 -1.68
H -0.30 -0.80 -0.47
H 1.04 0.05 0.38
H -0.44 2.12 0.89
C 1.93 -1.02 4.47
C 0.92 -0.33 3.59
C 1.10 1.12 4.11
O 2.51 1.21 4.40
C 3.11 -0.06 4.48
H 2.08 -2.02 4.05
H 1.57 -1.10 5.49
H -0.10 -0.70 3.62
H 1.18 -0.39 2.53
H 0.70 1.29 5.11
H 0.70 1.89 3.44
H 3.61 -0.08 5.45
H 3.82 -0.27 3.67
C -2.61 -3.96 3.15
C -3.74 -3.42 2.29
C -3.18 -3.09 0.91
O -1.85 -3.63 0.95
C -1.40 -3.54 2.30
H -2.78 -5.02 3.33
H -2.59 -3.59 4.18
H -4.22 -2.57 2.79
H -4.59 -4.10 2.17
H -3.29 -2.01 0.81
H -3.75 -3.51 0.08
H -1.02 -2.53 2.45
H -0.65 -4.31 2.49
C 1.41 -4.23 -0.19
C 1.42 -5.57 0.52
C 2.63 -5.44 1.47
O 2.33 -4.12 1.95
C 1.82 -3.29 0.92
H 0.43 -3.95 -0.58
H 2.11 -4.34 -1.01
H 1.41 -6.45 -0.12
H 0.57 -5.77 1.18
H 3.51 -5.38 0.82
H 2.77 -6.25 2.18
H 2.66 -2.61 0.72
H 0.99 -2.65 1.21
C 4.42 3.41 -3.34
O 4.50 3.23 -1.96
C 3.45 2.90 -1.28
O 2.38 2.51 -1.71
O 3.85 2.90 0.01
C 2.96 2.35 0.96
H 5.35 3.52 -3.91
H 3.93 4.35 -3.60
H 3.85 2.66 -3.88
H 2.60 1.35 0.73
H 2.03 2.93 0.94
H 3.39 2.40 1.96
C 3.41 6.82 -0.91
O 2.73 6.55 0.30
C 1.75 5.68 0.43
O 1.29 5.01 -0.49
O 1.33 5.69 1.66
C 0.22 4.94 2.08
H 3.77 7.84 -0.78
H 2.79 6.91 -1.81
H 4.29 6.21 -1.06
H -0.29 5.40 2.92
H 0.42 3.90 2.30
H -0.51 4.88 1.27
C -3.08 -0.42 4.62
O -2.45 0.85 4.70
C -3.17 1.93 4.47
O -4.37 1.98 4.33
O -2.36 2.99 4.29
C -3.00 4.22 4.10
H -4.12 -0.47 4.93
H -2.45 -1.10 5.19
H -3.21 -0.75 3.59
H -3.63 4.47 4.95
H -3.60 4.23 3.19
H -2.32 5.05 3.88
C -0.31 -1.16 -7.19
O -1.37 -1.08 -6.22
C -1.36 -2.02 -5.23
O -0.58 -2.93 -5.22
O -2.29 -1.74 -4.33
C -2.26 -2.39 -3.07
H 0.56 -1.54 -6.68
H -0.03 -0.21 -7.63
H -0.60 -1.84 -8.00
H -2.23 -3.47 -3.19
H -3.14 -2.08 -2.51
H -1.41 -2.06 -2.48
C 4.51 -2.63 -2.42
O 5.14 -3.05 -1.24
C 5.25 -2.24 -0.19
O 5.07 -1.04 -0.19
O 5.53 -2.92 0.87
C 5.79 -2.28 2.12
H 4.32 -1.56 -2.30
H 3.61 -3.24 -2.51
H 5.22 -2.83 -3.23
H 5.80 -3.10 2.83
H 4.90 -1.74 2.44
H 6.67 -1.63 2.06
C -10.20 0.93 -0.11
O -9.19 -0.07 0.02
C -8.26 0.11 0.96
O -8.16 0.96 1.82
O -7.32 -0.83 0.75
C -6.18 -1.02 1.55
H -10.01 1.58 -0.97
H -10.47 1.45 0.81
H -11.07 0.34 -0.40
H -6.36 -0.62 2.56
H -5.35 -0.46 1.14
H -5.95 -2.06 1.75
C 0.58 3.17 -6.65
O 1.07 1.86 -6.29
C 1.16 1.44 -5.04
O 0.54 1.84 -4.10
O 2.18 0.52 -4.83
C 2.86 0.01 -5.95
H 0.99 3.49 -7.60
H 0.75 3.90 -5.86
H -0.47 3.00 -6.90
H 2.30 -0.74 -6.50
H 3.81 -0.43 -5.64
H 3.16 0.81 -6.63

***

| no. | DFT total energy (hartree) | HOMO energy (Ha) |
| --- | --- | --- |
| 1 | -4661.1308 | -0.3025 |
| 2 | -2820.2135 | -0.3158 |
| 3 | -3723.1303 | -0.4079 |